No. 1
# C18H30N5O7P2Pb

A molecular structure, C18H30N5O7P2Pb (the ωB97M-V functional and the def2-TZVPD basis, the OMol25 dataset).

Each line ends with the natural charge from an NBO analysis.
CARTESIAN COORDINATES (ANGSTROEM)
1 Pb -0.28292 0.42221 0.53111  1.593
2 N -2.14813 -0.74713 -1.75370  -0.853
3 C -2.05102 -0.06342 -3.03556  -0.221
4 C -0.79827 0.80832 -3.15979  -0.227
5 N -0.54689 1.76164 -2.08537  -0.467
6 C -1.56388 2.81736 -2.02474  -0.239
7 C -2.82637 2.48009 -1.22529  -0.214
8 N -2.45930 2.07481 0.12205  -0.888
9 C 0.79013 2.36497 -2.24423  -0.246
10 C 1.96626 1.40084 -2.10280  -0.222
11 N 2.01002 0.81589 -0.76821  -0.913
12 H -1.61281 -1.60503 -1.70753  0.381
13 H -3.10029 -0.95500 -1.49094  0.372
14 H -2.94171 0.54873 -3.17467  0.186
15 H -2.01975 -0.75680 -3.88460  0.175
16 H -0.86739 1.33797 -4.12707  0.166
17 H 0.06149 0.14067 -3.21601  0.201
18 H -1.84927 3.12846 -3.04209  0.167
19 H -1.11172 3.68182 -1.53159  0.236
20 H -3.40578 1.68245 -1.69023  0.175
21 H -3.45270 3.38198 -1.24670  0.174
22 H -3.24361 1.79038 0.69672  0.385
23 H -2.00516 2.84083 0.61761  0.406
24 H 0.90617 3.12749 -1.46748  0.258
25 H 0.86296 2.86329 -3.22493  0.164
26 H 2.86548 1.98450 -2.32907  0.184
27 H 1.92524 0.59541 -2.83711  0.187
28 H 2.24534 1.51093 -0.05974  0.424
29 H 2.65050 0.03182 -0.71385  0.392
30 O -2.73017 2.85295 3.71423  -1.005
31 P -1.19687 2.40548 3.40549  2.555
32 O -0.31443 2.70827 4.56278  -1.176
33 O -1.26668 1.03675 2.80401  -1.220
34 O -0.85176 3.48493 2.21568  -1.130
35 P 0.70546 3.64005 1.66689  2.563
36 O 1.43614 4.25709 2.94650  -1.023
37 O 0.69144 4.55812 0.50985  -1.158
38 O 1.18265 2.21934 1.43314  -1.266
39 H -2.69427 3.57407 4.35736  0.494
40 H 1.07276 3.81100 3.74884  0.533
41 C 3.77202 -2.89088 -1.79225  -0.296
42 C 2.57894 -2.42872 -2.33062  -0.206
43 C 1.47572 -2.20167 -1.52050  -0.288
44 C 1.51219 -2.41539 -0.12806  0.167
45 C 2.74029 -2.88117 0.39570  -0.234
46 C 3.83441 -3.11265 -0.41755  -0.219
47 N 0.42907 -2.07027 0.65003  -0.821
48 C 0.04824 -2.88845 1.70126  0.269
49 C 0.26383 -4.28424 1.71126  -0.323
50 C -0.20599 -5.08237 2.74186  -0.202
51 C -0.91532 -4.53583 3.80391  -0.298
52 C -1.14043 -3.16400 3.80950  -0.184
53 C -0.66981 -2.35460 2.79064  -0.295
54 H 4.63113 -3.07716 -2.42397  0.201
55 H 2.50298 -2.25025 -3.39818  0.197
56 H 0.55086 -1.83790 -1.95746  0.190
57 H 2.81617 -3.03423 1.46581  0.212
58 H 4.76230 -3.45548 0.02735  0.201
59 H 0.79248 -4.74063 0.88376  0.206
60 H -0.01604 -6.15026 2.71085  0.194
61 H -1.27749 -5.16289 4.60944  0.196
62 H -1.68429 -2.71038 4.63036  0.203
63 H -0.83219 -1.28410 2.84789  0.230

Output
Total charge: -1
Energy above the lowest of the compared OMol25 structures with the same formula, charge and spin, kJ/mol: 11.20
HOMO-LUMO gap, eV: 6.479
DFT total energy, a.u.: -2380.3558

***

No. 2
# C2H11N2O

2 unconnected molecules or ions with the total composition C2H11N2O (the ωB97M-V functional and the def2-TZVPD basis, the OMol25 dataset).

Each line ends with the natural charge from an NBO analysis.
CARTESIAN COORDINATES (ANGSTROEM)
1 N 2.27761 1.49280 1.36986  -0.903
2 H 1.62432 1.15619 0.55054  0.473
3 H 2.01229 1.03695 2.24115  0.435
4 H 3.24479 1.25165 1.15501  0.441
5 H 2.21090 2.50507 1.49007  0.440
6 C -2.15253 -1.33534 -1.18174  -0.416
7 N -1.42725 -0.30751 -0.42626  -0.650
8 C -0.07649 -0.57850 -0.11147  0.086
9 O 0.73665 0.58404 -0.50128  -0.771
10 H -1.67768 -1.48003 -2.14343  0.206
11 H -3.16877 -0.98849 -1.36066  0.224
12 H -2.19661 -2.29371 -0.66826  0.188
13 H -1.95765 0.01310 0.37077  0.380
14 H 0.12059 -0.74086 0.94839  0.155
15 H 0.29782 -1.42338 -0.68099  0.192
16 H 0.13201 1.10802 -1.05171  0.519

Output
Total charge: +1
Energy above the lowest of the compared OMol25 structures with the same formula, charge and spin, kJ/mol: 67.65
HOMO-LUMO gap, eV: 9.545
DFT total energy, a.u.: -267.2989

***

No. 3
# C6H13NO

C6H13NO in the gas phase (the ωB97M-V functional and the def2-TZVPD basis, the OMol25 dataset).

Each line ends with the natural charge from an NBO analysis.
CARTESIAN COORDINATES (ANGSTROEM)
1 C 0.16684 -1.85178 1.10902  -0.470
2 C -0.27154 -0.66104 0.71791  0.180
3 N -1.31960 -0.01229 1.51302  -0.342
4 O -1.10938 1.30449 1.97413  -0.568
5 C 0.11991 0.13629 -0.48711  -0.102
6 C -1.11771 0.70262 -1.18495  -0.600
7 C 1.09289 1.26173 -0.11779  -0.604
8 C 0.86125 -0.84599 -1.49482  -0.599
9 H -0.17617 -2.29283 2.03200  0.197
10 H 0.83189 -2.45137 0.51872  0.211
11 H -1.60649 -0.59930 2.29412  0.341
12 H -0.31921 1.32919 2.53932  0.447
13 H -1.79760 -0.10146 -1.45648  0.212
14 H -0.82274 1.23621 -2.08616  0.204
15 H -1.63943 1.38699 -0.52238  0.229
16 H 0.58086 2.05296 0.42365  0.222
17 H 1.91463 0.87837 0.48513  0.208
18 H 1.50579 1.69927 -1.02452  0.209
19 H 0.23411 -1.70001 -1.73573  0.211
20 H 1.06003 -0.28977 -2.40791  0.208
21 H 1.81169 -1.18229 -1.08918  0.206

Output
Structure (SMILES): C=C(NO)C(C)(C)C
Total charge: 0
Energy above the lowest of the compared OMol25 structures with the same formula, charge and spin, kJ/mol: 277.95
HOMO-LUMO gap, eV: 9.611
DFT total energy, a.u.: -366.3280